{
  "formula": "C16H26Cl2N3",
  "method": "ωB97M-V/def2-TZVPD",
  "symbols": ["C", "H", "H", "C", "H", "H", "H", "C", "H", "H", "N", "N", "C", "C", "H", "C", "C", "H", "N", "C", "C", "H", "H", "H", "Cl", "C", "C", "H", "H", "Cl", "H", "H", "H", "C", "H", "H", "H", "H", "H", "H", "C", "H", "H", "C", "C", "C", "H"],
  "xyz": [[1.34812, 3.37933, 3.87907], [-2.71360, 3.79877, -2.06167], [0.95822, 4.91313, 2.50539], [3.58764, -5.25551, 0.11135], [-1.06324, -2.18481, -3.35051], [2.11136, 3.52743, 0.59392], [-0.47119, 4.23541, 3.29344], [-0.67698, -2.30188, -2.32645], [-1.48055, -2.24872, -1.58649], [2.26670, 2.10869, 1.64168], [-0.03192, -5.18826, -0.57329], [-2.91496, 3.15434, 1.97547], [1.59056, 2.64329, 0.97208], [-4.38816, 4.27632, 0.13362], [4.55772, -4.82677, -0.13890], [2.85382, -4.36324, 1.10500], [-4.57362, 3.31762, -1.04789], [3.75337, -6.25369, 0.52806], [2.01042, 2.90935, 4.68063], [-3.25381, 2.91974, -1.70250], [1.49435, -4.93196, 1.52851], [1.37473, 1.98900, 0.12857], [1.80710, -2.75853, -3.95184], [2.01251, -3.46043, -2.30648], [-0.28531, 0.37117, -1.48064], [0.29085, 3.02558, 1.66954], [0.61961, -5.07562, 0.35505], [3.02998, -5.35903, -0.82025], [1.61401, -5.90854, 2.00136], [2.73521, 0.04329, -2.12672], [-3.89755, 5.19486, -0.19209], [-0.19800, -3.27477, -2.31318], [-3.43296, 2.26289, -2.55316], [2.23607, -2.59634, -2.94907], [2.71645, -3.37550, 0.66024], [-0.20444, 2.11902, 2.01932], [-0.37540, 3.49415, 0.94391], [-5.35474, 4.54342, 0.56228], [-5.09083, 2.41649, -0.71154], [-5.21406, 3.79625, -1.79240], [-3.56651, 3.64424, 1.17826], [-2.60684, 2.38001, -1.00947], [3.47323, -4.23172, 1.99572], [0.49158, 3.98643, 2.84476], [1.60980, -1.38139, -2.40800], [0.33730, -1.19028, -2.11894], [1.01334, -4.26595, 2.24567]],
  "forces_ev_per_angstrom": [[-0.705, 0.676, -0.744], [0.012, -0.019, 0.000], [0.057, -0.006, 0.048], [0.005, -0.052, 0.011], [-0.365, -0.049, 0.263], [0.015, -0.016, 0.007], [0.026, 0.005, 0.057], [-0.049, 0.890, -0.344], [-0.016, -0.025, -0.193], [-0.002, 0.032, 0.012], [-0.652, -0.216, -0.769], [0.468, -0.405, 0.753], [-0.048, 0.022, -0.020], [0.010, -0.381, 0.014], [-0.028, 0.005, -0.020], [0.264, 0.011, -0.124], [0.156, -0.119, -0.283], [-0.005, 0.001, 0.001], [0.538, -0.397, 0.664], [-0.050, 0.013, 0.042], [0.078, 0.226, -0.288], [0.112, -0.012, -0.028], [0.276, -0.174, 0.111], [0.064, 0.109, -0.111], [-0.250, -0.504, -0.153], [0.283, -0.173, -0.242], [0.589, 0.033, 1.071], [-0.005, 0.044, 0.017], [-0.039, -0.025, -0.036], [0.102, 0.328, 0.097], [0.046, -0.008, 0.043], [0.074, 0.121, 0.272], [0.044, 0.009, 0.007], [-0.676, 0.652, 0.170], [-0.068, -0.010, 0.027], [-0.111, 0.092, 0.025], [-0.081, 0.028, 0.116], [0.044, 0.040, 0.075], [-0.047, 0.069, 0.064], [-0.055, 0.056, 0.100], [-0.649, 0.735, -0.741], [0.002, 0.018, -0.017], [-0.109, 0.017, 0.058], [0.009, -0.316, 0.048], [1.236, -0.966, -0.410], [-0.428, -0.320, 0.368], [-0.073, -0.034, -0.017]],
  "mulliken_charge": [0.253, 0.301, 0.314, -1.182, 0.281, 0.301, 0.294, -1.122, 0.334, 0.351, -0.441, -0.430, -1.031, -0.422, 0.311, -0.423, -0.432, 0.360, -0.454, -0.949, -0.415, 0.110, 0.179, -0.050, -0.190, -0.087, 0.265, 0.324, 0.289, -0.372, 0.271, 0.267, 0.338, -0.862, 0.299, 0.296, 0.146, 0.299, 0.297, 0.305, 0.261, 0.181, 0.328, -0.492, 0.395, 0.135, 0.273],
  "charge": -1,
  "total_energy_ha": -1709.847280,
  "lumo_energy_ev": 2.265
}